C36H60B4O22S | ωB97M-V/def2-TZVPD

Geometry as ORCA input:
```
! RIJCOSX wB97M-V def2-TZVPD def2/J DEFGRID3
* xyz 0 1
C 7.574 -0.805 3.981
H 0.099 -3.120 0.566
C -5.658 -5.832 -3.941
H 0.193 -6.565 -5.115
H 8.061 7.061 2.403
H 2.758 -3.154 -0.106
H 2.402 2.690 0.797
H 3.164 0.936 2.864
B -4.319 1.422 1.244
C 2.109 -0.207 1.095
C 1.783 3.353 1.573
O -4.977 -8.051 -4.167
H 7.925 -2.435 2.624
S 3.593 4.560 -1.286
H -3.798 -0.500 1.711
C 0.905 -3.824 0.786
O -4.087 4.659 -1.314
C 1.964 -3.883 -0.285
H 6.477 7.520 -1.114
C -0.831 -5.875 -3.386
H 2.517 6.549 -0.239
H 6.898 -3.955 4.664
O -0.871 2.791 2.208
C 0.624 -7.325 -2.408
H 7.917 5.329 2.011
C -4.088 -7.292 -4.873
C 0.974 -0.568 -1.046
C -5.351 4.988 -1.714
H 0.616 -7.920 -1.490
H -2.251 4.950 -2.222
H 1.362 -3.529 1.738
O 6.174 6.438 1.870
H -6.582 0.646 3.218
H -3.764 5.293 -4.008
H 2.076 2.928 2.642
O -3.326 2.084 2.118
H 1.221 -1.167 -2.049
H 4.506 2.139 0.976
O -0.224 3.099 -0.214
C -3.152 5.515 -1.967
O -4.423 -0.061 1.040
O 2.257 -0.405 -0.350
O 4.512 7.547 0.758
H 7.748 5.721 -0.316
H 3.430 4.931 1.689
H 1.685 5.629 2.061
H -8.096 0.989 1.433
H -6.490 -7.516 -2.860
H -10.322 1.571 1.876
C -3.864 6.021 -3.193
H 1.178 1.545 -2.029
C -0.014 -8.059 -3.559
H -2.880 6.324 -1.280
C 7.591 6.335 1.731
H 5.664 0.748 1.534
H 1.248 5.206 -0.763
H -3.806 -5.162 -4.833
H -3.479 6.981 -3.550
H -6.909 -7.486 -4.591
C 3.478 0.249 1.940
H 0.074 -5.508 1.867
O -8.419 0.354 4.127
H 6.868 -2.199 6.354
H 3.976 -0.714 2.428
C 2.286 4.901 1.349
O -3.047 -7.716 -5.348
H 8.880 7.016 0.108
C 6.784 7.617 -0.070
C -9.633 1.774 2.700
C -8.196 1.717 2.247
H 4.702 0.508 -0.082
H -0.373 0.584 -2.514
C 0.439 -5.254 0.867
H 3.084 3.346 -1.845
H -6.465 -5.128 -4.160
H 0.681 -8.714 -4.091
H -5.540 7.032 -2.262
H -5.025 -5.763 -6.012
C 6.682 -2.940 4.320
O -10.699 0.181 4.177
B -0.572 1.660 -0.461
O -0.164 -6.150 -2.227
O -5.336 2.239 0.533
H -4.949 3.141 0.259
H 8.805 -2.524 4.191
C 2.476 -5.284 -0.146
O -1.520 -4.884 -3.564
C 6.302 -2.004 5.438
C 2.281 5.392 -0.226
H -0.345 -5.478 0.136
H 5.866 -2.997 3.590
H -7.212 2.019 4.161
O 6.635 -0.699 4.966
H 0.183 -1.233 -0.481
H -0.845 -8.674 -3.192
O 3.516 -5.708 -0.621
H 7.079 8.646 0.154
C 5.680 7.211 0.859
C 0.326 0.875 -1.591
O -1.670 1.097 0.349
O -6.367 4.486 -1.264
O 1.007 -0.360 1.829
B 0.194 3.088 1.226
B -1.949 1.990 1.529
C 7.868 -2.247 3.699
H 5.233 -2.052 5.665
H -5.201 -5.537 -2.988
C -4.600 -5.891 -5.012
H -9.872 2.727 3.179
H -5.990 5.875 -3.564
O 1.587 -6.043 0.560
C 4.620 0.953 0.997
H -1.468 -7.230 -4.928
C -6.125 -7.262 -3.859
C -7.483 1.211 3.474
H -7.811 2.676 1.891
C 7.871 6.633 0.281
C -0.554 -6.936 -4.408
O 8.116 0.146 3.442
C -9.683 0.683 3.727
H 1.654 -7.025 -2.627
C -5.301 6.078 -2.741
H 1.539 -3.755 -1.285
*
```

Output
* HOMO: -9.12 eV
* frontier orbital gap: 9.30 eV

Mulliken population analysis, charges in e, atoms 1 to 8: number 1, C, carries 0.5593; number 2, H, carries 0.1108; number 3, C, carries -0.5214; number 4, H, carries 0.3235; number 5, H, carries 0.2695; number 6, H, carries 0.2322; number 7, H, carries -0.5247; number 8, H, carries 0.2025


C36H60Cl12O18 | ωB97M-V/def2-TZVPD

Geometry as ORCA input:
```
! RIJCOSX wB97M-V def2-TZVPD def2/J DEFGRID3
* xyz 0 1
C -0.986 0.618 -6.451
H -3.612 0.013 -3.261
C -3.605 0.400 -2.242
H 5.578 1.068 2.771
H -0.928 0.125 -2.265
H -2.650 0.368 -4.114
O -4.583 2.489 -2.501
C -1.206 -2.145 -2.279
C -2.437 2.868 0.833
C 3.173 4.553 0.100
C -3.295 2.224 4.074
C -1.822 0.224 0.838
C -3.459 -0.689 -1.088
C -0.636 -4.130 -1.413
H -3.764 1.373 0.062
O 2.560 3.280 0.301
H 4.315 -0.578 -0.489
Cl -0.774 -2.730 4.628
H -2.250 2.493 4.229
H 0.515 1.979 5.212
O -2.714 3.723 -2.326
H 0.761 -5.630 -2.214
C -2.318 -2.283 2.485
H -1.075 1.777 -2.955
C -0.895 -1.944 3.039
H 0.704 -1.880 0.030
O 3.846 1.932 2.263
O -0.114 0.779 -5.411
H -2.932 0.937 2.341
O -1.549 0.677 -0.411
H 4.040 -2.066 0.491
H 3.584 -1.248 -3.100
H -5.455 1.168 -1.246
H 3.814 -0.909 2.453
C -0.565 0.096 -4.320
H -3.728 2.980 3.419
C 2.842 -1.342 -2.307
H 3.553 -4.476 0.260
C -3.305 0.830 3.360
H 0.104 0.124 2.739
H 0.766 -5.454 -0.490
O 1.418 1.836 -0.950
C 4.534 4.519 0.758
O 1.663 2.140 1.816
H 0.929 1.027 0.977
H 4.278 4.292 1.793
Cl 0.893 -1.953 -4.187
Cl 0.875 -0.294 5.466
H -2.463 -1.126 -1.019
H -0.756 -0.884 3.250
H 5.022 5.491 0.686
H 2.625 -5.472 2.464
H 2.601 5.731 -1.526
Cl 2.028 -2.765 0.031
Cl -2.407 -4.047 2.137
Cl -2.289 -0.281 4.276
C -0.770 -3.076 -0.341
C 0.081 1.111 4.716
H -2.229 3.476 -0.047
C 0.660 -4.892 -1.418
O -2.950 0.111 1.357
O -0.805 0.750 -7.624
C 1.651 -2.272 -2.564
H 5.584 -1.251 0.516
C -0.500 0.851 -2.957
C 4.065 -0.228 1.640
C -1.985 -0.248 -4.720
Cl 0.483 -4.564 2.408
C -0.201 0.549 -0.733
O -0.662 -0.091 1.438
H -2.613 -1.676 1.629
C 4.509 -1.082 0.458
C 4.861 1.059 1.950
O -2.072 0.109 -6.008
H 5.403 1.400 1.068
H -4.302 0.396 3.278
C -4.923 1.211 -2.197
H 3.341 -1.562 -1.363
H -0.035 -2.312 2.479
O 2.209 3.739 -1.793
H 1.763 -1.213 1.338
C 2.679 1.487 1.813
H 2.051 -0.756 -0.362
H -1.652 2.112 0.855
O -1.483 -1.245 -3.125
H -4.178 1.825 1.747
H -2.157 -1.308 -4.535
H -1.211 -3.482 0.570
C -3.893 2.198 0.763
C 2.512 -4.365 0.564
H 5.234 3.750 0.431
C 3.097 4.772 -1.382
C 1.293 -1.030 0.372
H 4.094 4.805 -1.822
H -0.971 1.109 5.004
H 2.703 -3.816 2.778
O 2.792 0.229 1.375
H -4.147 -1.496 -1.339
H 0.208 1.548 -0.886
Cl -2.251 4.029 2.218
Cl -0.680 2.169 2.367
H -1.591 -4.650 -1.334
H 0.513 1.162 -2.702
H 0.025 -0.818 -4.251
H -3.675 -0.362 -0.070
C 1.990 2.883 -0.819
H 1.499 -4.209 -1.549
H 1.390 1.241 3.071
H 0.019 -0.139 -1.549
Cl -5.145 3.375 0.238
C 2.213 -4.526 2.112
C -3.315 2.669 -2.250
C 0.328 1.066 3.240
H 2.002 -5.120 -0.034
Cl 2.166 0.336 -2.138
O -2.662 1.468 -2.089
C 0.392 0.173 0.565
H 0.946 -2.031 -1.769
O -0.593 -3.338 -2.548
Cl -4.156 2.222 5.639
H 2.577 5.282 0.648
H 1.961 -3.315 -2.493
H -3.101 -2.061 3.209
H 0.216 -2.702 -0.065
O -1.451 -2.084 -1.020
H -5.595 0.838 -2.970
*
```

Output
* HOMO: -7.93 eV
* frontier orbital gap: 7.60 eV
* energy relative to the best compared isomer or geometry (same formula, charge and spin): 4067.9 kJ/mol

Mulliken population analysis, charges in e, atoms 1 to 8: number 1, C, carries 0.2869; number 2, H, carries 1.6727; number 3, C, carries -0.5395; number 4, H, carries 0.3643; number 5, H, carries -0.1105; number 6, H, carries -0.2023; number 7, O, carries -0.3627; number 8, C, carries -1.2101


C36H60ClF18N10O20S6 | ωB97M-V/def2-TZVPD

Geometry as ORCA input:
```
! RIJCOSX wB97M-V def2-TZVPD def2/J DEFGRID3
* xyz -1 1
H -12.219 -8.153 11.119
H -16.892 -10.257 19.082
C -16.401 -7.556 8.042
N -12.839 -12.797 19.094
C -14.337 -5.631 10.436
H -10.772 -12.698 19.292
F -19.727 -11.813 12.666
C -18.184 1.011 9.062
C -15.082 -12.441 18.855
F -13.189 -6.910 20.493
C -15.314 0.572 14.631
O -15.770 -0.442 9.764
C -20.618 -2.862 16.417
H -15.525 -5.167 26.276
C -16.293 -5.025 25.530
H -17.541 -2.971 22.140
H -18.777 -4.154 16.920
F -24.042 2.849 12.191
C -14.400 -7.723 9.697
O -25.270 3.700 8.839
F -14.962 -0.208 13.601
H -15.516 -10.303 17.024
O -29.218 -4.490 15.092
O -27.011 4.153 20.836
F -24.741 6.352 18.743
F -24.361 4.335 19.563
C -14.119 -13.382 19.319
C -18.011 -4.278 14.196
S -28.400 -4.207 13.886
O -14.433 -5.253 18.559
Cl -20.307 -3.608 9.097
N -13.685 -6.830 10.518
H -27.337 0.387 20.638
H -14.340 -9.253 17.736
N -15.392 -7.000 9.031
O -17.831 1.111 13.920
H -22.372 -1.398 14.055
H -19.141 -6.625 26.487
H -18.173 0.613 10.077
C -17.900 -3.983 22.327
F -11.515 -6.627 19.056
F -25.602 4.549 17.745
O -27.940 5.665 19.133
F -15.869 -0.189 15.575
H -18.497 0.224 8.376
O -16.361 -10.143 13.252
H -13.404 -7.523 13.400
H -16.610 2.436 8.955
C -19.424 -3.696 16.186
H -17.903 -8.752 27.079
H -11.213 -13.993 18.342
O -17.335 -10.933 11.134
C -13.088 -11.456 18.684
O -26.558 6.558 20.889
S -13.264 -4.593 19.249
C -26.628 -4.082 14.608
C -23.726 2.544 10.908
H -11.462 -14.063 20.106
N -20.903 -2.226 15.203
H -16.261 -8.637 8.043
S -24.078 4.056 9.649
H -22.247 0.276 16.572
C -15.352 -5.684 9.476
F -17.893 -12.447 13.796
H -16.622 -8.594 18.546
N -17.470 -4.506 23.590
H -16.216 -7.070 7.084
O -16.673 3.075 14.857
C -21.866 -1.155 14.989
C -12.527 -7.128 11.330
C -12.271 -6.052 20.015
H -17.740 -5.126 14.825
C -16.132 -9.493 18.921
H -22.873 -1.286 17.007
H -11.796 -6.461 10.874
H -14.168 -14.425 19.596
O -28.299 -5.351 12.988
C -17.321 -7.901 26.725
O -28.543 -2.893 13.251
H -17.391 -7.253 8.385
C -30.454 -0.901 17.622
H -28.732 -0.570 20.835
F -11.562 -5.687 21.095
C -27.951 -0.342 20.110
H -29.915 -0.896 16.674
F -26.575 -3.175 15.616
H -27.489 -1.244 19.708
F -14.221 1.238 15.098
H -11.686 -7.150 13.264
C -11.564 -13.443 19.216
N -17.555 -5.648 25.539
H -15.971 -4.905 9.057
H -16.698 1.648 7.673
H -18.963 -3.766 22.218
N -19.155 -3.593 14.839
H -12.908 -5.837 13.191
H -23.579 -0.368 15.669
H -18.794 1.915 9.049
H -13.436 0.663 9.095
H -20.159 -2.403 13.244
F -24.477 1.471 10.623
H -14.282 1.016 7.637
N -14.455 -11.227 18.522
C -25.259 5.132 18.884
H -18.202 -4.672 13.198
F -25.722 -3.775 13.684
O -22.828 4.118 8.912
C -14.316 1.182 8.714
F -22.434 2.207 10.862
F -26.331 -5.304 15.103
H -15.723 -9.261 19.905
H -19.187 -5.671 24.093
C -28.488 0.255 18.778
H -15.446 -3.827 23.852
O -16.096 2.300 12.662
H -18.064 -5.820 27.482
N -16.755 1.479 8.667
N -30.038 0.241 18.607
O -24.230 5.304 10.438
C -18.648 -11.393 13.428
C -20.030 -2.745 14.260
H -21.083 -2.607 17.357
H -16.546 -7.820 27.487
C -15.608 0.552 9.094
C -22.643 -0.648 16.153
H -30.190 -1.795 18.187
F -19.069 -10.860 14.538
C -18.246 -5.263 24.430
C -15.062 -10.034 17.978
O -18.351 -9.042 12.358
S -16.616 1.873 13.960
H -17.495 -4.699 21.612
C -12.680 -6.867 12.918
S -26.815 5.394 20.019
H -12.283 -10.783 18.427
H -17.125 -3.649 14.106
H -30.639 0.175 19.417
H -21.317 -0.331 14.533
C -16.256 -4.409 24.267
H -14.133 -8.743 9.465
C -18.067 -6.509 26.637
H -16.909 -8.128 25.742
S -17.576 -10.226 12.423
H -14.004 -4.852 11.105
H -31.532 -0.908 17.457
H -14.353 2.243 8.957
O -13.616 -3.806 20.441
O -12.254 -3.906 18.403
H -16.143 -12.579 18.712
O -27.723 0.705 17.965
H -30.196 1.127 18.150
*
```

Output
* HOMO: -4.62 eV
* frontier orbital gap: 3.50 eV

Mulliken population analysis, charges in e, atoms 1 to 8: number 1, H, carries 0.3227; number 2, H, carries 0.3949; number 3, C, carries -0.8017; number 4, N, carries 0.1548; number 5, C, carries -0.2969; number 6, H, carries 0.3226; number 7, F, carries -0.2296; number 8, C, carries -0.8554


Asked for molar mass across the records above, the calculation gives 920.169; 1206.294; 1522.745 g/mol in order.